No. 1
{
  "formula": "C21H18N2O5S2",
  "method": "ωB97M-V with the def2-TZVPD basis set",
  "energy_ev": -56957.460,
  "gap_ha": 0.24621,
  "lumo_ev": -1.077,
  "relative_energy_kcal_mol": 38.5,
  "symbols": ["C", "O", "C", "C", "C", "C", "N", "C", "O", "C", "C", "N", "C", "O", "C", "C", "C", "C", "C", "C", "C", "C", "O", "C", "O", "S", "C", "S", "C", "C", "H", "H", "H", "H", "H", "H", "H", "H", "H", "H", "H", "H", "H", "H", "H", "H", "H", "H"],
  "coordinates": [[-9.49319, 1.04176, -0.39265], [-8.32448, 1.82240, -0.43657], [-7.12753, 1.21301, -0.19729], [-6.95899, -0.13599, 0.09016], [-5.69505, -0.65356, 0.31764], [-4.57843, 0.16906, 0.26178], [-3.27366, -0.29128, 0.48020], [-2.84666, -1.54647, 0.76013], [-3.54913, -2.52295, 0.89243], [-1.32294, -1.60658, 0.88759], [-0.65762, -1.41544, -0.48219], [0.65392, -0.81231, -0.35827], [1.80754, -1.57613, -0.45336], [1.80375, -2.76596, -0.66102], [2.99639, -0.73032, -0.27787], [4.23332, -1.27186, -0.33768], [5.53015, -0.67307, -0.20521], [6.64742, -1.51168, -0.32370], [7.94687, -1.04152, -0.21457], [8.10732, 0.30593, 0.01959], [7.00185, 1.15887, 0.14138], [5.71661, 0.70386, 0.03494], [7.44221, 2.43135, 0.36918], [8.85127, 2.36128, 0.38822], [9.25132, 1.02285, 0.16753], [2.51106, 0.93071, -0.01130], [0.80966, 0.51406, -0.12978], [-0.40135, 1.60234, 0.01616], [-4.74666, 1.52348, -0.02710], [-6.00267, 2.03822, -0.25339], [-10.31255, 1.72518, -0.61062], [-9.47557, 0.24731, -1.14599], [-9.64538, 0.59975, 0.59751], [-7.80421, -0.80357, 0.14221], [-5.57511, -1.70039, 0.54026], [-2.56550, 0.43346, 0.41421], [-1.00048, -0.81524, 1.56775], [-1.04402, -2.56988, 1.31317], [-0.51436, -2.37834, -0.97624], [-1.26489, -0.76604, -1.11976], [4.22545, -2.34200, -0.51821], [6.48944, -2.56322, -0.50724], [8.79747, -1.69511, -0.30767], [4.88973, 1.38479, 0.13371], [9.22696, 2.70021, 1.36621], [9.26597, 3.00378, -0.40406], [-3.88282, 2.17152, -0.07312], [-6.14246, 3.08373, -0.47712]]
}

=====

No. 2
{
  "formula": "C24H31F4N4OsS",
  "method": "ωB97M-V with the def2-TZVPD basis set",
  "energy_ev": -55494.815,
  "charge": 3,
  "gap_ha": [0.22951, 0.24647],
  "lumo_ev": [-11.077, -10.528],
  "symbols": ["Os", "C", "C", "N", "C", "C", "C", "C", "N", "C", "C", "F", "C", "F", "C", "C", "F", "C", "F", "H", "H", "H", "H", "H", "H", "H", "H", "H", "H", "H", "H", "H", "H", "H", "S", "C", "C", "N", "C", "H", "H", "H", "C", "N", "C", "C", "C", "C", "C", "C", "C", "C", "H", "H", "H", "H", "H", "H", "H", "H", "H", "H", "H", "H", "H"],
  "coordinates": [[-0.62444, -0.14116, -0.20996], [1.01347, -0.12838, -3.35843], [-0.47424, 0.16083, -3.29092], [-0.93930, 0.87392, -2.04725], [-0.40237, 2.30633, -2.18593], [-0.58736, 3.26917, -1.02964], [-2.44294, 1.03147, -2.09853], [-3.15051, -0.24193, -1.69754], [-2.40363, -0.80121, -0.55259], [-3.01626, -1.71367, 0.29995], [-2.40214, -1.93720, 1.53645], [-1.26627, -1.21027, 1.80525], [-2.91925, -2.78199, 2.49023], [-2.28563, -2.91340, 3.64403], [-4.08563, -3.47976, 2.22884], [-4.70660, -3.29839, 1.00543], [-5.80401, -3.96046, 0.71388], [-4.19668, -2.42589, 0.04943], [-4.82004, -2.32039, -1.11704], [1.20049, -0.75443, -4.23164], [1.39027, -0.66151, -2.48441], [1.60599, 0.77268, -3.49561], [-1.07939, -0.74250, -3.37993], [-0.75533, 0.79642, -4.13346], [-0.93460, 2.68998, -3.05930], [0.64450, 2.22773, -2.46123], [-1.58936, 3.26199, -0.60236], [-0.43562, 4.27054, -1.43421], [0.13683, 3.12562, -0.23532], [-2.73948, 1.38563, -3.08529], [-2.68786, 1.80659, -1.37452], [-3.12242, -1.00075, -2.48437], [-4.19733, -0.04711, -1.47045], [-4.50258, -4.15552, 2.96462], [0.68216, -4.31531, -1.42296], [1.13308, -3.93622, 0.17966], [0.78136, -2.66738, 0.48545], [0.16587, -1.99058, -0.56024], [0.05838, -2.77299, -1.62642], [1.62014, -4.65786, 0.81642], [0.92998, -2.16966, 1.42958], [-0.39570, -2.45258, -2.54895], [3.63008, -0.68637, 1.85974], [4.07509, 0.48944, 1.05740], [4.83979, 1.45620, 1.91369], [2.94124, 1.11368, 0.24881], [1.78477, 1.62781, 1.06837], [1.94137, 2.80275, 1.78692], [0.90691, 3.34694, 2.55190], [-0.31244, 2.71060, 2.59723], [-0.49538, 1.54025, 1.85452], [0.51456, 0.99128, 1.04800], [4.47468, -1.05521, 2.43591], [3.27575, -1.45697, 1.17923], [2.83659, -0.35961, 2.52780], [4.73757, 0.14730, 0.35890], [4.21319, 1.74960, 2.74994], [5.12158, 2.31646, 1.31184], [5.72824, 0.94662, 2.27789], [2.61772, 0.33064, -0.43986], [3.41451, 1.90782, -0.32974], [2.87553, 3.34875, 1.74450], [1.07619, 4.26413, 3.09937], [-1.11937, 3.10263, 3.20153], [-1.47367, 1.06484, 1.92542]]
}

=====

No. 3
{
  "formula": "C29H31N4O",
  "method": "ωB97M-V with the def2-TZVPD basis set",
  "energy_ev": -38578.814,
  "charge": 1,
  "gap_ha": 0.22169,
  "lumo_ev": -4.227,
  "relative_energy_kcal_mol": 13.2,
  "symbols": ["C", "N", "C", "C", "C", "C", "C", "C", "C", "N", "C", "C", "C", "C", "C", "C", "C", "C", "C", "C", "C", "C", "C", "C", "H", "H", "H", "H", "H", "H", "H", "H", "H", "H", "H", "H", "H", "H", "H", "H", "H", "H", "H", "H", "H", "H", "H", "C", "C", "O", "N", "C", "C", "C", "N", "C", "C", "H", "H", "H", "H", "H", "H", "H", "H"],
  "coordinates": [[5.67190, 1.95580, -2.31455], [4.23630, 1.73283, -2.24854], [3.29007, 2.65652, -2.57565], [2.00549, 2.12472, -2.28121], [0.78880, 2.78986, -2.31658], [-0.51186, 2.24340, -2.44788], [-0.82067, 0.98940, -3.04882], [-2.07911, 0.42557, -2.92345], [-3.11121, 1.14397, -2.24002], [-4.31458, 0.55687, -1.98523], [-4.68629, -0.67452, -2.64804], [-3.51351, -1.62934, -2.71938], [-2.33478, -0.96037, -3.42724], [-5.43622, 1.35416, -1.53550], [-5.00543, 2.36984, -0.49859], [-3.90254, 3.25837, -1.06900], [-2.85331, 2.47669, -1.79300], [-1.60328, 3.01924, -1.97788], [2.23974, 0.77321, -1.77099], [1.40171, -0.16225, -1.17900], [1.97270, -1.35059, -0.70015], [3.36205, -1.54491, -0.69262], [4.23276, -0.57087, -1.21755], [3.63115, 0.55839, -1.77372], [6.17635, 1.08041, -1.89431], [5.99842, 2.11137, -3.35134], [5.93911, 2.84767, -1.73408], [3.56168, 3.62164, -3.00242], [0.84129, 3.88082, -2.33333], [-0.07407, 0.45136, -3.63032], [-5.51167, -1.11775, -2.07303], [-5.05460, -0.46747, -3.67194], [-3.19927, -1.92735, -1.71097], [-3.81094, -2.52793, -3.26515], [-2.52413, -0.93581, -4.51468], [-1.43558, -1.56660, -3.28120], [-5.90275, 1.88142, -2.39156], [-6.18080, 0.66547, -1.11509], [-5.86293, 2.98413, -0.21490], [-4.62780, 1.87107, 0.40206], [-4.34315, 4.00279, -1.75279], [-3.43578, 3.82143, -0.25377], [-1.43609, 4.05644, -1.69192], [0.34328, 0.03898, -1.09336], [1.32151, -2.13583, -0.31975], [3.77670, -2.45587, -0.25629], [5.31904, -0.66393, -1.20503], [2.99054, -3.54810, 7.76561], [2.01618, -2.71832, 6.96596], [1.23579, -1.91969, 7.47351], [2.07794, -2.96120, 5.59371], [1.35086, -2.33369, 4.57037], [1.34601, -2.90070, 3.27193], [0.71719, -2.20345, 2.22953], [0.26630, -0.93738, 2.35743], [0.07226, -0.50475, 3.62099], [0.63170, -1.13351, 4.75743], [3.90175, -3.76044, 7.20553], [3.24078, -3.00215, 8.67342], [2.52309, -4.49931, 8.04242], [2.68757, -3.74221, 5.34673], [1.83049, -3.86717, 3.09367], [0.59113, -2.69989, 1.26137], [-0.55248, 0.38103, 3.76025], [0.53523, -0.70149, 5.74989]]
}

=====

No. 4
{
  "formula": "C4H5LiO2Yb",
  "method": "ωB97M-V with the def2-TZVPD basis set",
  "energy_ev": -40054.210,
  "gap_ha": [0.04942, 0.04768],
  "lumo_ev": [-2.332, -2.384],
  "relative_energy_kcal_mol": 23.3,
  "symbols": ["C", "C", "C", "C", "O", "O", "Li", "Yb", "H", "H", "H", "H", "H"],
  "coordinates": [[2.22319, -0.00154, -1.37287], [1.81571, 1.24031, -0.67203], [0.35687, 1.07044, -0.36655], [-0.13999, -0.02574, 0.27716], [-1.38900, -0.26825, 0.50494], [3.27874, -0.61272, -1.17142], [4.91416, -0.55089, -0.38847], [-3.23162, -1.89899, 0.15232], [1.94130, 1.92934, -1.57199], [1.49269, -0.45437, -2.07221], [2.43021, 1.42990, 0.21803], [-0.33674, 1.83378, -0.72876], [0.59089, -0.75448, 0.68022]]
}

=====

No. 5
{
  "formula": "CHInO3",
  "method": "ωB97M-V with the def2-TZVPD basis set",
  "energy_ev": -12344.190,
  "charge": 2,
  "gap_ha": 0.20676,
  "lumo_ev": -16.790,
  "relative_energy_kcal_mol": 0.0,
  "symbols": ["In", "O", "C", "O", "O", "H"],
  "coordinates": [[1.44907, 0.98384, 1.67801], [-0.97371, -0.72644, -0.92348], [-0.15760, -0.24814, 0.01042], [0.27453, 0.92842, -0.04744], [0.44602, -0.95339, 0.81146], [-1.03831, 0.01572, -1.52898]]
}